No. 1
{
  "formula": "C50H54F4N6NaO2SSb",
  "method": "wB97M-V/def2-TZVPD",
  "total_energy_ha": -3616.9618,
  "charge": -2,
  "elements": ["C", "S", "H", "C", "H", "H", "H", "H", "H", "F", "F", "H", "F", "N", "C", "H", "C", "H", "C", "H", "C", "H", "C", "H", "C", "H", "H", "C", "C", "H", "C", "N", "C", "H", "H", "H", "C", "C", "H", "C", "C", "H", "C", "C", "H", "H", "H", "H", "H", "C", "C", "C", "C", "N", "H", "H", "H", "H", "H", "C", "C", "H", "H", "H", "N", "C", "H", "C", "C", "H", "N", "C", "C", "C", "H", "C", "C", "C", "H", "C", "C", "H", "H", "H", "H", "C", "H", "C", "C", "Sb", "C", "H", "O", "H", "O", "N", "H", "C", "C", "H", "H", "H", "H", "H", "C", "C", "H", "H", "H", "H", "C", "C", "C", "C", "C", "F", "C", "Na", "C"],
  "coordinates": [[-3.9858, -0.5739, -3.4361], [-2.9267, 3.0089, -3.4593], [-0.8894, 0.7466, 2.0412], [-0.6361, -0.7377, 4.5213], [-6.0542, 4.4720, -0.0031], [-3.0890, -0.6879, 1.7564], [3.7959, -1.4783, -0.2383], [-3.9366, -3.1272, 5.2612], [4.9231, -4.7276, 2.8774], [3.3617, 5.6209, 0.5812], [4.5041, 6.7743, -1.4649], [-0.6429, -4.2409, -2.8221], [3.6088, 3.0500, -4.2269], [-0.5645, 2.7794, 1.7187], [-0.1146, -2.2730, -2.1420], [-3.3488, -1.5675, 5.8810], [1.4342, -3.2766, 2.1415], [5.7893, 2.2011, 1.7213], [5.0800, 1.5602, 2.2321], [-4.4869, 5.1873, -0.4255], [0.0955, -3.6388, -2.3068], [-1.7646, -2.1763, -3.4876], [3.5377, 3.6931, -3.0273], [-1.7735, 1.7963, 3.1659], [-3.4959, 3.0143, -1.8099], [-0.5612, 4.8622, 1.6097], [1.5048, 4.5473, 1.4648], [-6.2347, 0.1541, -2.9584], [-3.1724, -5.5714, -0.2391], [-4.5507, 3.7816, 0.6318], [-3.7661, -0.8882, -2.1031], [-1.3662, 2.4257, -1.5238], [3.3385, 4.9381, -0.6043], [5.5566, 2.3158, 4.1850], [-6.8134, 0.0182, -0.8884], [3.8568, 0.8931, 5.3129], [-3.5495, -3.8019, -1.8296], [3.8066, -3.0202, 2.2132], [-4.3445, -5.7856, -2.0276], [2.3512, -1.0523, 1.3675], [3.3360, -0.1126, 2.1031], [0.7696, 3.0246, 3.3402], [-3.7423, -5.1160, -1.4228], [3.9376, -4.3268, 2.6662], [4.6922, -2.4086, 2.0739], [-4.0043, -3.4546, -2.7522], [-2.1394, 4.0955, 1.4054], [-5.4189, 2.3751, -1.2310], [-1.6335, -2.6863, 0.6900], [2.7337, 3.6242, -0.6697], [-2.4615, -1.4666, -1.5054], [1.8620, -2.0507, -0.9443], [-1.3678, -1.6084, -2.6411], [0.7681, -1.5055, -1.4939], [1.0774, 1.6423, 2.2584], [2.6669, -0.1310, -0.5565], [2.9107, -6.1338, 3.2210], [0.4687, -2.8365, 1.9283], [-1.2225, 0.1020, 4.8953], [2.5519, -2.4774, 1.9431], [2.7585, -1.1406, -0.1548], [0.0682, -0.3974, 3.7589], [3.0163, -3.8319, -0.6137], [1.4165, -5.2723, -1.8681], [-2.5840, 2.7103, -0.9615], [-1.4309, 1.6914, 2.1173], [2.4462, -0.6272, 3.9763], [-1.1962, 4.0462, 1.9557], [0.7747, 2.6911, 2.2803], [-2.3007, 1.6478, 1.4568], [-0.2825, 2.3616, -3.5979], [-2.2266, -3.3878, 0.1152], [-1.3838, 2.5369, -2.8114], [-3.3794, -0.9168, 2.7851], [-1.1259, -0.5907, -2.9592], [1.5549, -4.5826, 2.5970], [3.2024, -0.0206, 3.4899], [1.8248, 3.5005, 1.5303], [-2.4413, -3.0610, 6.2114], [4.9440, 1.6322, 3.6085], [2.1313, -3.4116, -1.0753], [-5.3503, 0.1929, -4.9088], [-1.9654, -5.0349, 1.4585], [-3.4555, 0.0041, 3.3637], [-3.2006, -0.7217, -4.1670], [2.9214, 3.0594, -1.9895], [-1.4104, 4.2098, 3.0345], [-2.4145, -4.6987, 0.5307], [1.2368, -4.2078, -1.7676], [-1.9106, -2.2230, 3.6483], [4.2811, 0.6964, 1.4865], [-3.3250, -6.5957, 0.0815], [1.0817, -0.6127, 1.5211], [-4.3415, -1.4322, 2.7825], [-2.0293, -0.7002, -0.4943], [2.1268, 2.9186, 0.2392], [0.6637, -5.1831, 2.7440], [-2.7850, -2.9219, -1.0661], [-6.0234, -0.1492, -1.6127], [-0.0806, -1.1953, 5.3422], [-4.6212, -0.8647, -0.1503], [-5.4245, 3.7556, -2.3095], [-0.4146, 2.0890, -4.5534], [-7.1862, 0.5543, -3.2896], [2.8097, -5.1161, 2.8609], [-5.2095, -0.0544, -3.8623], [4.5729, 5.4672, -3.7476], [4.3850, 0.6965, 0.4106], [0.5336, 1.9910, -3.1252], [2.7138, 3.4941, 2.1795], [-4.8049, -0.6503, -1.1968], [4.0846, 4.9701, -2.9254], [-5.0113, 4.2490, -0.2378], [3.9915, 0.8353, 4.2383], [3.9602, 5.5412, -1.6675], [2.4183, 1.8128, -2.2158], [-3.0460, -2.5334, 5.4726], [-0.2195, -0.0360, 0.0818], [-4.9169, 3.3204, -1.4457]],
  "atomic_forces_ev_per_a": [[-0.004, -0.015, -0.021], [-0.023, 0.002, -0.007], [-0.050, 0.075, 0.206], [0.041, 0.000, -0.050], [0.000, -0.005, 0.004], [-0.016, -0.003, 0.001], [-0.003, 0.016, -0.057], [0.006, 0.002, 0.002], [0.002, -0.002, -0.002], [0.003, -0.003, 0.011], [0.003, 0.017, -0.017], [-0.001, 0.005, 0.001], [0.009, 0.017, 0.013], [0.063, -0.164, -0.087], [-0.005, 0.046, 0.017], [-0.013, -0.021, 0.024], [0.008, 0.042, 0.011], [-0.001, -0.003, 0.002], [-0.026, 0.015, 0.017], [-0.010, 0.005, 0.002], [-0.011, -0.020, -0.008], [0.037, -0.007, -0.016], [-0.037, -0.017, 0.000], [-0.020, -0.048, 0.015], [-0.033, -0.045, -0.028], [-0.023, 0.002, 0.003], [-0.013, 0.001, -0.016], [0.005, -0.031, 0.010], [-0.014, 0.016, -0.010], [0.010, 0.009, -0.010], [0.003, 0.056, 0.078], [-0.186, -0.058, 0.098], [-0.023, -0.006, 0.000], [-0.001, 0.002, -0.002], [-0.001, -0.005, -0.004], [0.004, -0.003, -0.002], [0.005, -0.022, -0.015], [0.022, -0.031, -0.044], [0.000, -0.001, -0.001], [0.078, -0.070, 0.040], [-0.069, 0.001, 0.034], [0.009, -0.026, 0.029], [0.012, 0.018, 0.010], [0.001, 0.034, -0.004], [-0.002, 0.009, 0.008], [-0.004, 0.001, 0.007], [0.020, -0.011, 0.018], [-0.015, 0.012, -0.026], [-0.019, -0.034, -0.021], [0.145, -0.074, 0.055], [-0.007, -0.136, -0.152], [-0.047, 0.035, -0.016], [-0.011, 0.058, 0.094], [0.060, -0.059, 0.010], [0.010, -0.007, -0.005], [0.023, 0.054, -0.041], [-0.004, -0.003, -0.006], [0.024, -0.017, -0.013], [-0.003, -0.015, 0.017], [-0.024, -0.035, -0.011], [-0.070, 0.015, 0.057], [-0.014, -0.023, 0.001], [-0.003, 0.006, 0.001], [0.005, 0.002, -0.005], [0.111, 0.046, -0.065], [0.147, 0.150, -0.097], [0.008, 0.000, -0.010], [-0.067, 0.073, -0.105], [-0.069, -0.079, -0.001], [-0.017, 0.048, 0.056], [0.089, 0.090, 0.056], [0.007, 0.023, -0.003], [0.097, -0.080, -0.003], [0.076, 0.002, -0.062], [-0.010, -0.004, -0.042], [0.022, -0.002, 0.004], [-0.008, 0.001, 0.020], [0.198, -0.054, 0.028], [0.007, 0.005, -0.009], [-0.009, -0.012, -0.030], [0.014, -0.025, 0.003], [0.001, 0.000, -0.001], [0.003, 0.014, 0.005], [-0.026, -0.014, 0.015], [-0.003, -0.001, 0.002], [-0.019, 0.012, 0.024], [0.009, 0.005, 0.003], [0.010, -0.005, -0.010], [-0.009, -0.005, 0.005], [-0.016, -0.070, 0.150], [-0.019, 0.025, -0.003], [0.006, -0.002, -0.001], [0.601, -0.506, 0.692], [-0.001, -0.019, -0.008], [-0.958, -0.534, -0.220], [-0.254, 0.070, -0.093], [-0.003, 0.004, 0.004], [0.014, -0.008, -0.009], [0.000, -0.019, -0.030], [-0.009, -0.006, 0.006], [0.006, 0.010, -0.013], [0.003, 0.018, 0.002], [0.002, -0.077, 0.003], [0.001, 0.004, 0.004], [-0.015, 0.005, -0.003], [0.018, 0.021, 0.006], [-0.013, 0.001, -0.003], [-0.006, 0.000, -0.012], [0.025, 0.005, 0.016], [0.049, 0.071, 0.020], [0.009, 0.011, 0.020], [0.026, -0.008, 0.009], [0.019, -0.029, 0.001], [-0.005, -0.002, -0.027], [-0.009, 0.004, 0.011], [-0.056, -0.049, -0.025], [-0.025, 0.080, -0.013], [0.236, 1.240, -0.514], [0.007, 0.013, 0.046]]
}

=====

No. 2
{
  "formula": "C50H55ClN6O8",
  "method": "wB97M-V/def2-TZVPD",
  "e_above_lowest_ev": 4.107,
  "charge": 0,
  "elements": ["C", "O", "C", "H", "C", "H", "H", "H", "H", "C", "C", "H", "O", "H", "C", "H", "H", "C", "C", "H", "H", "C", "C", "C", "O", "H", "O", "C", "C", "H", "C", "H", "H", "H", "H", "H", "C", "H", "H", "H", "N", "H", "H", "C", "C", "H", "C", "H", "H", "H", "H", "C", "C", "N", "H", "H", "H", "C", "H", "O", "C", "O", "O", "C", "H", "C", "H", "C", "C", "N", "C", "C", "H", "C", "C", "H", "H", "C", "C", "H", "H", "H", "C", "C", "H", "C", "C", "O", "C", "N", "H", "H", "N", "H", "C", "H", "C", "C", "C", "H", "C", "H", "C", "N", "H", "C", "H", "H", "C", "C", "C", "H", "H", "C", "H", "C", "C", "H", "Cl", "H"],
  "coordinates": [[2.9873, -33.1537, -1.2568], [3.4827, -31.8978, -1.1875], [-1.5846, -36.1815, -5.8975], [-6.3154, -40.5253, -0.7440], [-1.8989, -44.8164, -8.7492], [-0.0641, -39.7376, -2.0746], [3.7575, -46.1246, -2.3028], [-0.7126, -47.0743, -4.6060], [-3.9350, -42.3982, -8.5654], [-4.4490, -40.2301, 0.3771], [-3.0417, -43.9216, -9.0533], [-3.8640, -34.6110, 1.5636], [-3.2620, -35.2551, -7.2723], [-7.1838, -35.7874, -2.6300], [2.0922, -43.2210, -4.4369], [-3.5839, -44.2027, -10.0274], [0.8655, -38.9183, -5.0988], [-3.3717, -42.9423, -8.1994], [-0.8229, -37.1493, -5.4548], [4.7206, -33.9405, -0.4050], [-3.2210, -37.4777, -1.4303], [-7.1133, -33.7966, -3.2119], [-4.1110, -38.4106, -3.0772], [-1.5833, -43.3153, -6.7656], [1.7437, -37.0751, -2.1348], [1.9477, -41.8420, -1.3739], [0.1359, -39.3017, -5.8087], [-0.3156, -46.1075, -2.8867], [-2.5404, -44.4851, -3.4140], [1.6134, -42.3239, -4.9369], [3.3745, -45.2708, -2.8989], [1.0787, -32.5413, -2.2822], [-3.7865, -37.6213, 2.2058], [-1.0775, -42.9658, -5.8879], [-0.4315, -38.5213, -1.0427], [-5.7877, -41.2477, -5.8264], [-2.4336, -33.6588, -1.8227], [2.1648, -37.7379, -1.7958], [-7.1855, -36.4225, 1.7540], [-1.9697, -40.4586, -4.0502], [-3.5013, -32.9722, -1.4415], [-1.9187, -35.7421, 0.8613], [0.6468, -46.5520, -2.6630], [-6.8353, -33.2309, -5.4897], [-3.1675, -38.2423, -2.0663], [-3.6113, -35.3579, -8.1919], [1.7779, -33.3945, -1.8848], [-0.3442, -44.7913, -1.1397], [4.2248, -46.9073, -4.0209], [2.6880, -44.3966, -6.1650], [4.1612, -36.3988, -0.7639], [-7.1427, -32.8564, -4.2096], [-1.5097, -38.5686, -7.3120], [-3.6300, -39.3548, -3.9417], [-6.7815, -32.7177, -6.4641], [-4.9929, -38.9972, -5.3708], [-1.3556, -39.3754, -7.9120], [3.3200, -45.4126, -4.2543], [-3.6089, -40.0650, -6.1596], [1.6011, -42.0035, -2.4555], [-0.8027, -38.4254, -6.1741], [-3.9857, -41.4139, 0.0230], [-6.2632, -36.5179, 1.6351], [-3.6702, -39.3667, 1.2427], [-7.0229, -38.1988, -0.2708], [-2.4135, -36.2359, -6.9666], [-0.3375, -36.9991, -4.7365], [-5.6252, -37.6698, 1.1123], [2.2337, -35.7833, -1.8500], [-6.3327, -35.5232, -4.7238], [-4.4439, -38.0394, 1.6697], [3.8875, -34.1645, -0.7693], [-1.6578, -35.1238, -5.4075], [-2.2274, -45.5962, -4.3220], [1.4306, -34.7022, -2.2242], [0.5981, -35.0043, -2.5824], [-5.8723, -34.9306, -6.6715], [2.6975, -44.4080, -4.9888], [-2.3255, -37.3703, -7.8428], [-2.8431, -45.5969, -5.1344], [-4.7160, -37.6267, -3.3908], [-1.6579, -45.5131, -9.3406], [2.2699, -43.0380, -3.0681], [2.9840, -43.9864, -2.2238], [-3.2707, -43.8425, -3.7369], [-0.9642, -39.3769, -1.4974], [-0.7707, -45.0067, -2.0529], [3.7438, -46.5780, -4.8170], [-3.5660, -34.2879, 0.5301], [-2.1541, -39.1145, -2.3091], [-7.4964, -31.9739, -4.2827], [-1.3093, -35.5016, -1.4705], [-2.7360, -42.6405, -7.1660], [-0.3662, -45.0281, -7.2115], [-2.4727, -35.1080, 0.1644], [-0.9948, -40.3247, -0.7137], [-1.2471, -44.4697, -7.5345], [-6.8054, -35.1609, -3.4380], [-5.7235, -39.8157, -0.0881], [3.2756, -43.8109, -1.2967], [-6.4231, -34.5711, -5.7099], [-6.0987, -40.5924, -4.4588], [-2.4416, -39.8742, -3.4317], [-1.7884, -44.2078, -2.3363], [2.6592, -31.3467, -1.3636], [-5.2153, -40.9652, -4.9308], [-7.5562, -33.6677, -2.2274], [-4.6988, -41.9412, -4.4744], [-4.1325, -33.2717, -0.2667], [-4.3080, -39.8016, -5.1282], [3.4875, -35.5941, -1.1318], [-2.7909, -39.8076, 1.7658], [-1.8570, -33.4544, -2.8006], [-6.3012, -38.5670, 0.2958], [-5.0171, -32.6555, 0.1451], [-1.9565, -34.7904, -1.0615], [-1.1016, -46.3103, -4.1023], [-3.2987, -41.7275, 0.4948], [0.1221, -40.0452, 2.0075], [-3.0320, -37.6172, -8.4981]],
  "atomic_forces_ev_per_a": [[2.128, -1.536, 0.590], [-2.172, 1.899, 0.003], [-1.583, 5.648, 1.580], [0.865, 1.025, 0.756], [-4.303, 8.647, 5.894], [-1.409, 0.144, -0.572], [-0.057, 0.786, -0.132], [0.892, -2.908, -2.954], [-10.620, 9.762, -4.993], [0.605, 3.044, 2.261], [2.890, -5.885, -2.690], [-0.688, 1.141, -1.046], [-1.105, 1.559, -0.864], [1.058, -0.847, -0.550], [1.205, -0.717, 0.478], [0.597, 1.017, 1.682], [-3.157, -1.189, -2.757], [7.423, -8.689, 1.741], [-6.139, -5.491, -10.535], [6.901, 1.777, 3.253], [0.399, 2.430, 3.004], [-0.759, -2.082, 1.172], [2.870, -0.105, 0.807], [-3.483, -1.165, -3.160], [-4.242, 7.302, -3.627], [-1.505, -0.956, -4.812], [3.536, -0.775, 2.962], [-2.578, 3.254, -0.282], [3.800, -3.425, -0.363], [0.605, -1.686, -0.007], [-0.154, 2.941, 3.032], [1.579, -1.512, 1.017], [3.821, 4.331, 4.657], [0.203, -0.069, 0.214], [-1.472, 0.010, 0.261], [1.172, -0.159, -0.545], [0.569, -1.998, 0.186], [4.379, -5.699, 3.532], [-1.429, -0.969, -0.346], [3.410, -3.519, -2.302], [-0.443, 0.712, 0.284], [-0.738, -0.275, -0.299], [-0.315, -0.374, -0.168], [1.529, -3.219, -2.138], [-1.286, -2.889, -4.136], [0.556, -0.024, 1.244], [-1.456, 0.258, -1.413], [1.385, 0.333, 1.768], [-0.115, -0.717, -1.423], [0.058, -0.617, 2.438], [-0.846, 0.456, -0.546], [1.802, -4.808, -1.694], [-2.165, 4.971, -0.616], [2.306, -1.092, 1.726], [-0.521, 0.806, 1.154], [0.340, 0.489, -0.466], [0.142, -2.297, -1.572], [-1.718, 1.139, -0.488], [-1.310, 1.151, 3.429], [1.707, 1.257, 4.100], [0.898, 3.639, 1.425], [-3.701, -0.238, -3.638], [3.117, 0.355, -0.639], [-4.892, 1.298, -0.483], [-3.897, 1.203, -2.005], [-0.373, -4.100, -4.657], [7.601, 1.774, 10.736], [-1.638, 0.072, 1.849], [2.515, -0.677, 1.689], [-1.593, 0.793, 1.505], [0.236, -7.466, -5.168], [-10.305, -4.962, -5.867], [0.465, -2.083, -0.363], [0.109, 3.258, 3.415], [5.845, 0.817, 3.393], [-5.815, -1.248, -2.824], [-1.505, 0.881, 1.570], [-1.048, 2.392, -3.221], [3.890, -1.277, 6.745], [-1.349, -0.755, -2.302], [-1.791, 0.726, -0.455], [2.010, -5.404, -4.226], [0.595, -1.522, 2.901], [-1.360, -2.822, -8.115], [-1.898, 1.623, -0.186], [2.818, -2.750, 1.697], [0.138, -2.592, -2.720], [0.854, -0.155, 1.111], [-0.193, -1.115, 2.203], [0.836, -2.185, -1.139], [-2.411, 6.432, 1.458], [1.635, -0.396, -0.822], [4.628, 1.469, 5.789], [-0.188, -0.003, -0.119], [-0.582, 2.345, -0.404], [-0.715, 2.861, -1.531], [0.880, 0.447, -0.057], [0.056, 2.715, -3.408], [-0.646, 0.393, 0.025], [0.734, 0.757, 4.241], [2.206, -1.558, 1.125], [-0.327, -0.188, 1.855], [-5.346, 6.224, 2.920], [-1.644, 0.114, -1.085], [1.883, -0.321, 0.328], [-0.012, -2.731, 0.464], [0.259, 0.769, -0.075], [-1.405, 2.294, -0.812], [1.159, -0.733, 0.588], [0.951, -0.656, -4.016], [-0.451, 3.400, 0.422], [-0.309, 1.065, -0.440], [-1.390, 0.114, 1.529], [4.384, -2.766, 0.365], [1.557, -1.015, -1.201], [-0.933, 1.078, -1.028], [1.498, 1.567, 4.858], [3.801, -1.257, 2.691], [-0.205, -0.052, -0.472], [-2.599, -0.442, -3.147]]
}